[1]
Below is a structure of composition C29H25ClMoN4O2 at a distorted geometry, with properties calculated with ωB97M-V with the def2-TZVPD basis set.

Structure (XYZ):
```
62
C29H25ClMoN4O2, DFT ωB97M-V with the def2-TZVPD basis set
Mo -0.0841 0.8107 0.3120
C -4.3044 1.4824 -0.5785
O -3.5462 2.7513 -0.9243
C -2.2655 2.4570 -0.6673
N -1.9846 1.2253 -0.3115
C -3.2328 0.4281 -0.2347
C -3.2257 -0.7352 -1.1668
C -4.3109 -1.6177 -1.0731
C -4.4323 -2.6898 -1.9667
C -3.4855 -2.8512 -2.9868
C -2.3918 -1.9727 -3.0679
C -2.2702 -0.8997 -2.1856
C -1.1768 3.3819 -0.8050
C -1.2023 4.7072 -1.2012
C 0.0165 5.3966 -1.2252
C 1.2283 4.7556 -0.8956
C 1.1582 3.4170 -0.5394
N -0.0246 2.7934 -0.4570
C 2.2356 2.4847 -0.3055
N 1.9869 1.2082 -0.0992
C 3.3043 0.5050 -0.0568
C 4.3204 1.6567 0.0266
O 3.5371 2.9098 -0.2971
C 3.4425 -0.4641 1.0636
C 2.4640 -0.6026 2.0513
C 2.6294 -1.5271 3.0910
C 3.8148 -2.2631 3.1753
C 4.8103 -2.0907 2.2083
C 4.6227 -1.2151 1.1458
H -4.9179 1.2247 -1.4609
H -4.9642 1.6966 0.2837
H -3.3807 0.0619 0.8158
H -5.0460 -1.4712 -0.2670
H -5.2704 -3.3827 -1.8811
H -3.5622 -3.6985 -3.6872
H -1.6085 -2.1467 -3.8261
H -1.4078 -0.2379 -2.2801
H -2.1531 5.1624 -1.5034
H 0.0322 6.4553 -1.4777
H 2.2023 5.2474 -0.9497
H 3.4966 -0.0243 -1.0306
H 5.1244 1.5582 -0.7155
H 4.7636 1.7859 1.0378
H 1.5715 0.0032 2.0101
H 1.8088 -1.6835 3.7947
H 3.9818 -2.9702 3.9971
H 5.7413 -2.6716 2.2612
H 5.3953 -1.1007 0.3808
C -0.5934 1.3509 2.0351
H -0.0092 1.1415 2.9683
H -1.4873 1.9775 2.2946
Cl 1.5509 -4.1723 -1.5921
C 0.5755 -3.3534 -0.4343
C -0.1592 -4.0688 0.5333
C -0.8992 -3.3056 1.4795
C -0.8915 -1.9255 1.4569
N -0.1641 -1.2492 0.4738
C 0.5523 -1.9543 -0.4678
H -0.1332 -5.1638 0.4899
H -1.4813 -3.7667 2.2777
H -1.4032 -1.3258 2.2027
H 1.1025 -1.4347 -1.2482
```

## Properties
charge: +2
spin multiplicity: 3
energy: -2017.4381 a.u.
HOMO (alpha / beta): -13.63 / -14.35 eV
orbital gap (alpha / beta): 0.23784 / 0.25832 Ha
expectation value of S²: 2.09

Löwdin atomic charge list, values in e, 2 entries: 1.4452 0.0164

---

[2]
Below is a structure of composition C29H25FFeN5O3Se at a distorted geometry, with properties calculated with ωB97M-V with the def2-TZVPD basis set.

Structure (XYZ):
```
65
C29H25FFeN5O3Se, DFT ωB97M-V with the def2-TZVPD basis set
Fe -0.9606 1.7214 1.5950
C 1.2923 -2.8515 -3.8588
C 0.7153 -3.7027 -2.7265
C -0.3292 -4.6402 -3.3235
C -1.1338 -5.3514 -2.2460
C -1.8168 -4.3146 -1.4105
C -3.0605 -4.5324 -0.8617
C -3.6582 -3.5462 -0.0785
F -4.8713 -3.7729 0.4451
C -3.0290 -2.3549 0.1813
C -1.7515 -2.1262 -0.3466
C -1.0589 -0.8941 0.0101
O -1.6546 -0.0286 0.7049
C 0.2859 -0.7960 -0.4599
C 0.7883 -1.7777 -1.2738
N 0.1082 -2.8495 -1.6939
C -1.1475 -3.0957 -1.1740
C 1.2347 0.3605 -0.1238
O 2.3775 0.3035 -0.5390
O 0.7446 1.3240 0.5573
H 1.5404 -3.5045 -4.6898
H 2.1952 -2.3174 -3.5789
H 0.5481 -2.1342 -4.1966
H 1.5166 -4.2830 -2.2504
H 0.1747 -5.3633 -3.9601
H -1.0109 -4.0554 -3.9455
H -0.4789 -5.9552 -1.6118
H -1.8651 -6.0207 -2.6999
H -3.5817 -5.4644 -1.0193
H -3.4865 -1.5978 0.7997
H 1.8143 -1.6621 -1.5986
C -1.3245 2.4600 -2.2591
N -0.4522 3.3919 -1.6026
C -0.6167 3.9223 -0.3774
Se -2.0531 3.6825 0.7624
N 0.4416 4.7115 -0.1032
C 1.3308 4.6685 -1.1510
C 2.5650 5.2644 -1.3521
C 3.2059 4.9876 -2.5445
C 2.6255 4.1682 -3.5130
C 1.3887 3.5781 -3.3237
C 0.7533 3.8280 -2.1164
H -2.1424 2.1998 -1.5870
H -0.7605 1.5604 -2.5156
H -1.7307 2.9106 -3.1668
H 0.5635 5.2138 0.7626
H 3.0034 5.9129 -0.6127
H 4.1782 5.4141 -2.7355
H 3.1566 3.9954 -4.4339
H 0.9414 2.9587 -4.0853
N -1.2378 1.8253 6.0293
C -1.5848 2.2023 4.7831
N -0.8170 1.6851 3.8554
C 0.1077 0.9129 4.5298
C 1.1710 0.1575 4.0466
C 1.9386 -0.5175 4.9712
C 1.6634 -0.4496 6.3426
C 0.6220 0.3043 6.8394
C -0.1531 0.9901 5.9131
H -1.6849 2.1070 6.8868
H -2.4064 2.8617 4.5796
H 1.3806 0.1237 2.9861
H 2.7768 -1.1106 4.6433
H 2.2891 -1.0000 7.0270
H 0.4181 0.3635 7.8966
```

## Properties
charge: +1
spin multiplicity: 5
energy: -5384.5933 a.u.
HOMO (alpha / beta): -10.84 / -10.83 eV
orbital gap (alpha / beta): 0.31170 / 0.30739 Ha
expectation value of S²: 6.01

Löwdin atomic charge list, values in e, 2 entries: 0.6398 -0.0349

---

Number 1 is which compound? C29H25ClMoN4O2

---

Copy entry 1 word for word.
Below is a structure of composition C29H25ClMoN4O2 at a distorted geometry, with properties calculated with ωB97M-V with the def2-TZVPD basis set.

Structure (XYZ):
```
62
C29H25ClMoN4O2, DFT ωB97M-V with the def2-TZVPD basis set
Mo -0.0841 0.8107 0.3120
C -4.3044 1.4824 -0.5785
O -3.5462 2.7513 -0.9243
C -2.2655 2.4570 -0.6673
N -1.9846 1.2253 -0.3115
C -3.2328 0.4281 -0.2347
C -3.2257 -0.7352 -1.1668
C -4.3109 -1.6177 -1.0731
C -4.4323 -2.6898 -1.9667
C -3.4855 -2.8512 -2.9868
C -2.3918 -1.9727 -3.0679
C -2.2702 -0.8997 -2.1856
C -1.1768 3.3819 -0.8050
C -1.2023 4.7072 -1.2012
C 0.0165 5.3966 -1.2252
C 1.2283 4.7556 -0.8956
C 1.1582 3.4170 -0.5394
N -0.0246 2.7934 -0.4570
C 2.2356 2.4847 -0.3055
N 1.9869 1.2082 -0.0992
C 3.3043 0.5050 -0.0568
C 4.3204 1.6567 0.0266
O 3.5371 2.9098 -0.2971
C 3.4425 -0.4641 1.0636
C 2.4640 -0.6026 2.0513
C 2.6294 -1.5271 3.0910
C 3.8148 -2.2631 3.1753
C 4.8103 -2.0907 2.2083
C 4.6227 -1.2151 1.1458
H -4.9179 1.2247 -1.4609
H -4.9642 1.6966 0.2837
H -3.3807 0.0619 0.8158
H -5.0460 -1.4712 -0.2670
H -5.2704 -3.3827 -1.8811
H -3.5622 -3.6985 -3.6872
H -1.6085 -2.1467 -3.8261
H -1.4078 -0.2379 -2.2801
H -2.1531 5.1624 -1.5034
H 0.0322 6.4553 -1.4777
H 2.2023 5.2474 -0.9497
H 3.4966 -0.0243 -1.0306
H 5.1244 1.5582 -0.7155
H 4.7636 1.7859 1.0378
H 1.5715 0.0032 2.0101
H 1.8088 -1.6835 3.7947
H 3.9818 -2.9702 3.9971
H 5.7413 -2.6716 2.2612
H 5.3953 -1.1007 0.3808
C -0.5934 1.3509 2.0351
H -0.0092 1.1415 2.9683
H -1.4873 1.9775 2.2946
Cl 1.5509 -4.1723 -1.5921
C 0.5755 -3.3534 -0.4343
C -0.1592 -4.0688 0.5333
C -0.8992 -3.3056 1.4795
C -0.8915 -1.9255 1.4569
N -0.1641 -1.2492 0.4738
C 0.5523 -1.9543 -0.4678
H -0.1332 -5.1638 0.4899
H -1.4813 -3.7667 2.2777
H -1.4032 -1.3258 2.2027
H 1.1025 -1.4347 -1.2482
```

## Properties
charge: +2
spin multiplicity: 3
energy: -2017.4381 a.u.
HOMO (alpha / beta): -13.63 / -14.35 eV
orbital gap (alpha / beta): 0.23784 / 0.25832 Ha
expectation value of S²: 2.09

Löwdin atomic charge list, values in e, 2 entries: 1.4452 0.0164